Entry 1:
ORCA calculation (the ωB97M-V functional and the def2-TZVPD basis) on a structure of composition C36H44FN6O9PS2Si2 at a distorted geometry.

The highest occupied orbital energy comes out at -7.78 eV. Its total energy is -4220.0822 a.u. The calculation puts the molar mass at 875.06 g mol⁻¹. The value obtained for the orbital gap is 6.556 eV.

XYZ file:
```
101
Properties=species:S:1:pos:R:3:forces:R:3
C 6.758768 -6.748469 -1.529556 -0.103 0.879 0.313
C 6.030510 -5.962271 -0.339597 0.181 -0.034 -1.862
C 6.038543 -4.437246 -0.739092 -0.427 -0.379 0.492
F 4.889663 -4.261362 -1.588880 1.045 0.025 0.239
Si 5.832216 -3.238665 0.744149 -1.863 -0.512 0.189
O 4.379730 -2.385957 0.528468 1.686 0.892 0.217
Si 4.582427 -0.728891 0.147522 -1.104 -0.900 -0.679
C 2.938026 -0.192265 -0.697767 -0.030 -0.334 0.104
C 1.768199 -1.086736 -0.138273 -0.100 0.098 -1.209
C 0.370959 -0.788672 -0.845237 0.284 0.641 0.730
S -0.441875 -2.451892 -1.021674 -0.402 0.209 -0.004
C -1.885539 -2.257130 -2.128067 0.315 0.778 -0.308
S -1.695001 -1.932785 -3.716409 -0.433 -0.093 1.226
N -3.183024 -2.379346 -1.479987 3.011 0.107 -1.573
C -3.468810 -3.470594 -0.686734 -4.123 1.633 1.167
C -4.821601 -3.132872 -0.252691 2.656 0.172 -1.264
N -5.196999 -1.913361 -0.794834 1.303 0.761 -1.008
C -4.166460 -1.412686 -1.590143 -1.884 -3.846 2.968
P 6.185397 -0.242785 -1.269763 0.292 1.094 -0.375
C 7.881464 -0.184814 -0.487656 0.574 -0.810 -0.043
C 6.140901 -1.276908 -2.827868 0.928 0.006 -0.241
H 6.777185 -6.059662 -2.415422 -0.019 -0.718 0.687
H 6.202001 -7.655992 -1.854188 0.686 0.446 0.494
H 7.818186 -6.935979 -1.238184 -0.801 -0.249 -0.396
H 6.487542 -6.163212 0.655295 -0.369 0.168 -0.729
H 4.964330 -6.311423 -0.378614 0.873 0.623 0.557
H 6.956976 -4.149015 -1.310613 -0.745 -0.479 0.151
H 7.004945 -2.408758 1.030060 0.168 0.201 -0.155
H 5.629548 -4.090745 1.941322 0.033 0.037 -0.004
H 4.769469 0.112253 1.344645 0.196 -0.081 0.200
H 2.788500 0.904499 -0.510141 0.071 -0.923 -0.230
H 3.046644 -0.350625 -1.802534 -0.183 0.187 0.829
H 2.013161 -2.148460 -0.408383 -0.006 0.872 0.729
H 1.696387 -0.935838 0.965358 -0.101 -0.450 -0.818
H -0.217985 -0.128535 -0.150791 0.217 -0.654 -0.876
H 0.495299 -0.275203 -1.826162 -0.086 -0.596 0.633
H -2.857578 -4.350342 -0.428115 -0.112 1.013 -0.568
H -5.446843 -3.740324 0.435227 0.406 0.767 -0.769
H -4.075771 -0.479299 -2.168914 -0.161 -0.845 0.527
H 7.804360 0.296026 0.518190 -0.064 -0.439 -0.799
H 8.594429 0.421030 -1.095654 -0.771 -0.310 0.320
H 8.334231 -1.209983 -0.383144 -0.373 0.961 0.094
H 5.200650 -1.024022 -3.370788 0.610 -0.489 0.528
H 6.979797 -0.913837 -3.486478 -0.779 -0.179 0.669
H 6.311895 -2.368139 -2.686837 -0.515 0.744 -0.167
C 2.908412 6.473140 -1.315196 0.019 0.010 0.053
C 3.857378 6.191872 -0.342431 -0.006 0.111 -0.291
C 4.832414 5.233271 -0.579581 0.249 0.203 -0.015
C 4.848570 4.569007 -1.794870 -0.318 0.454 0.113
C 3.899072 4.836224 -2.772023 -0.113 -0.060 -0.217
C 2.925763 5.792618 -2.528009 0.067 -0.028 0.139
N 5.892427 3.574309 -2.057174 0.200 -0.283 -0.039
O 6.699493 3.350594 -1.172313 -0.132 0.068 -0.181
O 5.896153 3.028591 -3.147130 0.013 0.126 0.215
H 2.150864 7.226321 -1.129199 0.038 -0.050 -0.011
H 3.839284 6.721517 0.601620 0.031 -0.086 -0.033
H 5.566827 5.021043 0.184669 -0.010 -0.128 -0.156
H 3.907572 4.313616 -3.719638 0.158 -0.058 0.128
H 2.181435 6.012249 -3.283748 0.058 -0.045 0.020
C -6.370840 1.424355 -0.504552 0.246 0.001 -0.204
C -6.820822 2.720886 -0.728006 0.165 -0.085 0.147
C -6.271423 3.780480 -0.020612 -0.164 0.175 -0.111
C -5.268976 3.530417 0.905651 -0.180 -0.383 -0.249
C -4.816581 2.239566 1.141355 0.140 -0.195 0.099
C -5.369536 1.181583 0.431264 -0.114 0.319 -0.013
N -4.668487 4.649764 1.638797 0.093 0.214 0.133
O -5.100853 5.767990 1.422190 0.099 -0.238 0.054
O -3.767466 4.398634 2.421084 -0.182 0.050 -0.152
H -6.801155 0.602097 -1.061924 0.317 0.307 0.121
H -7.600985 2.904558 -1.456857 0.033 0.009 0.062
H -6.629198 4.785666 -0.201548 0.162 -0.002 0.142
H -4.037471 2.044121 1.866878 -0.044 0.215 -0.009
H -5.026509 0.168812 0.599286 -0.045 0.072 0.010
C -10.405244 -4.088532 2.002295 -0.001 -0.021 0.012
C -9.131029 -3.947990 1.465989 -0.189 0.091 0.017
C -8.810664 -2.821080 0.722431 0.288 -0.082 -0.045
C -9.773524 -1.841487 0.527470 -0.126 -0.475 0.351
C -11.050873 -1.975130 1.052151 -0.215 0.106 0.029
C -11.365177 -3.105874 1.792330 0.180 -0.056 -0.033
N -9.427243 -0.640367 -0.236754 0.028 0.268 -0.174
O -8.300689 -0.572373 -0.695008 -0.781 -0.423 0.079
O -10.280280 0.219529 -0.365928 0.172 -0.202 0.018
H -10.651125 -4.967402 2.587416 0.010 0.051 -0.043
H -8.386011 -4.716939 1.630655 -0.024 0.062 -0.036
H -7.814962 -2.718325 0.307293 -0.119 0.218 -0.067
H -11.803548 -1.213349 0.896180 0.187 0.052 -0.083
H -12.358053 -3.220354 2.209492 0.049 0.044 -0.045
C 0.476618 1.423984 4.178265 -0.013 -0.018 0.027
C 0.447457 1.159925 2.814537 0.089 0.102 0.109
C 1.268423 1.871302 1.951787 -0.061 -0.093 -0.161
C 2.117281 2.841277 2.467093 -0.349 -0.282 0.338
C 2.148239 3.117413 3.826420 0.105 0.118 0.164
C 1.322288 2.403904 4.683148 -0.054 -0.094 -0.160
N 3.004862 3.578148 1.560545 0.043 -0.004 -0.232
O 2.936469 3.319907 0.369759 -0.056 -0.069 0.472
O 3.759053 4.398822 2.051635 -0.159 -0.236 0.005
H -0.162038 0.862902 4.850768 0.029 0.045 -0.044
H -0.214774 0.395861 2.424300 0.039 0.050 -0.012
H 1.238539 1.658758 0.891118 0.120 0.164 0.049
H 2.805851 3.876599 4.229216 0.020 -0.028 -0.205
H 1.339938 2.608858 5.746372 0.023 0.022 -0.074
```
Positions in Å, forces in eV/Å.

Atom charges from the Löwdin analysis, given in e for atoms 1 to 6: -0.1089, -0.2240, -0.4096, -0.1106, 0.5860, -0.4370

Entry 2:
ORCA calculation (the ωB97M-V functional and the def2-TZVPD basis) on a structure of composition C36H44InN4O4S at a distorted geometry.

The highest occupied orbital energy comes out at -4.08 eV. Its total energy is -2506.5867 a.u. The calculation puts the molar mass at 743.66 g mol⁻¹. The value obtained for the orbital gap is 5.090 eV. Its net charge is -1.

XYZ file:
```
90
Properties=species:S:1:pos:R:3:forces:R:3
In -0.302300 -0.272400 -1.185500 0.128 1.210 0.765
C -0.392500 -5.091100 3.357600 -0.094 -0.118 -0.178
C -1.087000 -4.942800 2.000000 0.078 0.166 0.125
C -1.380800 -3.507100 1.709200 -0.500 -0.007 0.288
C -2.567300 -2.847000 1.839800 0.213 -0.252 0.038
C -3.910400 -3.430400 2.133200 0.097 -0.066 -0.182
C -4.509600 -3.983500 0.836800 -0.075 -0.015 0.173
C -2.318500 -1.484700 1.407900 -0.723 0.110 0.251
N -0.978600 -1.341100 1.106100 0.933 0.264 -0.578
C -0.435400 -2.517700 1.234100 -0.567 0.312 0.582
C 0.911100 -2.827300 0.672400 -0.021 -0.163 0.186
C 2.008100 -1.824900 0.886100 0.274 0.538 -0.119
C 3.421800 -2.125900 0.958200 0.392 0.210 0.054
C 4.004200 -3.457300 1.290000 -0.065 0.167 0.082
C 3.911100 -3.734100 2.791300 0.069 -0.098 -0.184
C 4.067900 -0.954400 0.676200 -0.006 -0.286 -0.238
C 3.023100 0.025000 0.440100 0.558 0.394 -0.060
C 3.193300 1.315100 0.020500 0.108 -0.932 0.241
C 2.188800 2.251300 -0.274200 -0.480 0.979 -0.191
N 0.875700 2.042000 -0.143100 0.042 -0.680 0.237
C 0.262900 3.210000 -0.424900 0.408 0.672 -0.156
C -1.107100 3.441000 -0.372100 0.020 -0.266 0.114
C -2.113000 2.560200 -0.015200 -0.593 0.391 -0.051
N -1.906500 1.275500 0.360100 0.354 -0.774 0.024
C -3.092400 0.759600 0.673500 -0.076 1.160 -0.231
C -3.278100 -0.539600 1.190900 0.499 -0.890 0.193
C -4.145300 1.742600 0.489700 0.144 -0.041 0.161
C -3.526900 2.880900 0.061400 0.129 -0.073 -0.194
C -4.141400 4.212600 -0.227300 0.084 -0.047 0.205
C -3.930900 5.171200 0.948100 -0.109 0.029 -0.199
C -5.610200 1.503500 0.648900 0.077 0.032 -0.217
C -6.202200 1.002300 -0.670900 -0.135 0.049 0.232
C 1.242400 4.226400 -0.762700 -0.151 -0.076 -0.143
C 2.459500 3.614900 -0.691300 -0.034 -0.167 -0.115
C 3.799600 4.181600 -1.034400 -0.060 0.135 0.226
C 4.509500 4.819900 0.161500 0.029 -0.034 -0.226
C 0.926200 5.648800 -1.085200 0.032 -0.046 0.161
C 0.629800 6.463100 0.178400 0.013 0.052 -0.223
N 1.793600 -0.571900 0.593300 -0.948 -0.468 -0.059
C 5.532900 -0.735800 0.467400 -0.022 0.005 0.279
C 6.258500 -0.281500 1.735900 0.015 -0.040 -0.196
H -0.089200 -6.122300 3.533000 0.039 -0.085 0.075
H -1.066600 -4.780900 4.154700 -0.001 0.026 0.094
H 0.490300 -4.458600 3.407100 0.156 0.070 0.037
H -2.018600 -5.513600 2.017100 0.047 -0.021 -0.137
H -0.462400 -5.348600 1.200300 -0.086 -0.096 -0.011
H -4.582100 -2.671900 2.545500 0.074 -0.087 0.128
H -3.818100 -4.235100 2.866800 -0.031 0.063 0.066
H -4.700600 -3.166400 0.146400 -0.046 0.037 -0.152
H -5.439600 -4.517500 1.034100 -0.084 -0.021 -0.063
H -3.802200 -4.653000 0.353800 0.021 -0.085 -0.072
H 1.210400 -3.843200 0.960000 0.030 0.167 0.031
H 5.053600 -3.490000 0.985300 -0.069 -0.095 -0.106
H 3.456700 -4.222600 0.736200 0.129 -0.147 -0.035
H 4.522300 -3.019900 3.339100 0.032 0.052 0.103
H 4.250700 -4.742300 3.022900 0.017 -0.084 0.104
H 2.884400 -3.622000 3.130300 -0.126 -0.029 0.107
H 4.211900 1.660600 -0.104600 0.102 -0.030 -0.026
H -1.419100 4.448400 -0.617300 -0.076 0.073 -0.069
H -4.300600 -0.823500 1.410200 -0.010 -0.052 0.051
H -5.211900 4.090200 -0.402400 -0.022 0.032 -0.105
H -3.710900 4.643300 -1.135600 -0.039 -0.020 -0.012
H -4.469300 4.809400 1.822600 0.006 0.009 0.094
H -4.286700 6.171700 0.702800 -0.025 0.106 0.065
H -2.874600 5.225100 1.201700 0.076 0.061 0.072
H -6.109200 2.428700 0.948800 -0.032 -0.043 0.069
H -5.791800 0.763000 1.430400 -0.064 0.069 0.082
H -6.009400 1.722700 -1.464200 -0.003 0.008 -0.075
H -7.278300 0.856100 -0.580500 -0.099 -0.070 -0.085
H -5.736600 0.059500 -0.949500 0.009 -0.086 -0.102
H 3.673600 4.940200 -1.812400 0.066 -0.075 -0.054
H 4.436400 3.394300 -1.446300 -0.013 0.066 -0.104
H 3.891200 5.602200 0.597000 -0.035 0.063 0.068
H 5.456000 5.259300 -0.155000 0.097 0.040 0.098
H 4.705200 4.075000 0.929700 0.030 -0.033 0.128
H 0.058900 5.687000 -1.750800 0.075 0.094 -0.062
H 1.770500 6.103200 -1.608200 -0.049 0.025 -0.121
H -0.160900 5.990400 0.756800 -0.074 0.013 0.085
H 0.319900 7.474100 -0.085800 -0.038 0.108 0.078
H 1.514300 6.524700 0.810100 0.045 -0.012 0.066
H 5.677100 0.018800 -0.310900 0.028 -0.125 -0.044
H 5.980600 -1.667400 0.110400 0.022 0.075 -0.067
H 5.865500 0.678400 2.063800 -0.014 0.074 0.127
H 7.328800 -0.176800 1.552900 0.049 0.032 0.046
H 6.111500 -1.006100 2.534100 0.003 -0.020 0.114
O -0.030800 -2.675700 -2.934700 0.181 -0.086 0.055
S -0.459300 -3.213600 -1.664900 -0.238 -1.570 -1.592
O -1.670700 -2.575300 -1.181300 0.105 0.296 0.304
O 0.836700 -2.771700 -0.756500 -0.287 0.257 -0.458
O -0.501600 -4.651400 -1.562300 0.087 -0.281 0.327
```
Positions in Å, forces in eV/Å.

Atom charges from the Löwdin analysis, given in e for atoms 1 to 6: 0.9917, -0.0853, -0.1840, -0.1349, -0.1346, -0.1922

- Which of these has the lowest molar mass?
  C36H44InN4O4S

- Among the records above, which one has the lowest orbital gap?
  C36H44InN4O4S